{"formula": "C6H12FN4O4", "method": "ωB97M-V/def2-TZVPD", "species": ["C", "C", "O", "C", "N", "C", "O", "N", "C", "O", "F", "H", "H", "H", "H", "H", "H", "H", "H", "C", "O", "N", "N", "H", "H", "H", "H"], "coordinates": [[-1.548, 1.026, 1.591], [-0.777, -0.043, 0.654], [-0.487, -1.229, 1.439], [0.559, 0.667, 0.043], [1.371, 1.268, 1.140], [2.516, 0.448, 1.472], [3.599, 0.629, 0.805], [2.550, -0.638, 2.500], [2.547, -0.138, 3.857], [2.777, 1.048, 4.197], [2.311, -1.101, 4.909], [-1.058, 2.054, 1.564], [-2.640, 1.162, 1.252], [-1.611, 0.576, 2.655], [-1.454, -0.375, -0.224], [0.135, -1.825, 0.960], [1.183, -0.125, -0.526], [0.213, 1.434, -0.744], [1.845, -1.369, 2.339], [-1.245, -0.107, -3.423], [-0.640, 0.656, -2.692], [-2.538, -0.459, -3.205], [-0.680, -0.673, -4.520], [-3.054, -1.086, -3.794], [-2.992, -0.060, -2.399], [0.279, -0.436, -4.716], [-1.161, -1.304, -5.135]], "nbo_charge": [-0.642, 0.092, -0.764, -0.234, -0.814, 0.771, -0.641, -0.722, 0.963, -0.588, -0.386, 0.244, 0.172, 0.218, 0.121, 0.456, 0.146, 0.201, 0.407, 0.765, -0.635, -0.854, -0.855, 0.378, 0.413, 0.410, 0.378], "spin_multiplicity": 1, "lumo_ev": 2.47, "e_homo_ev": -2.47, "charge": -1, "gap_ha": 0.1815}

{"formula": "C5H9NO", "method": "ωB97M-V/def2-TZVPD", "species": ["H", "N", "C", "C", "O", "C", "C", "C", "H", "H", "H", "H", "H", "H", "H", "H"], "coordinates": [[0.043, -0.189, 2.553], [-0.829, -0.196, 2.021], [-0.810, 0.473, 0.953], [-1.960, 0.518, 0.005], [0.246, 1.248, 0.448], [1.207, 0.268, 0.182], [1.702, -0.094, -1.168], [0.735, -1.012, -0.471], [-2.642, 1.267, 0.405], [-1.620, 0.836, -0.983], [-2.451, -0.456, -0.065], [1.882, 0.149, 1.025], [1.311, 0.427, -2.037], [2.730, -0.424, -1.225], [-0.252, -1.106, -0.931], [1.052, -1.924, 0.018]], "nbo_charge": [0.347, -0.681, 0.596, -0.701, -0.533, 0.073, -0.430, -0.456, 0.243, 0.224, 0.237, 0.184, 0.229, 0.221, 0.226, 0.222], "spin_multiplicity": 1, "lumo_ev": 1.08, "e_homo_ev": -10.03, "relative_energy_ev": 2.675, "smiles": "[H]/N=C(/C)OC1CC1", "charge": 0, "gap_ha": 0.4085}

{"formula": "C8H12N3O", "method": "ωB97M-V/def2-TZVPD", "species": ["C", "C", "N", "C", "O", "C", "C", "N", "C", "C", "C", "N", "H", "H", "H", "H", "H", "H", "H", "H", "H", "H", "H", "H"], "coordinates": [[3.552, -0.781, 0.506], [2.572, -0.440, -0.323], [1.181, -0.745, -0.172], [0.858, -2.154, -0.491], [1.705, -2.936, -0.684], [-0.634, -2.211, -0.505], [-1.470, -1.169, -0.326], [-1.045, 0.067, 0.041], [-1.937, 0.992, 0.651], [-2.720, 1.851, -0.334], [0.314, 0.228, 0.050], [0.830, 1.447, 0.268], [4.529, -0.550, 0.206], [3.517, -1.357, 1.501], [2.879, 0.038, -1.202], [-0.882, -3.286, -0.747], [-2.588, -1.171, -0.354], [-1.406, 1.534, 1.363], [-2.756, 0.497, 1.315], [-3.140, 1.312, -1.186], [-3.406, 2.514, 0.218], [-2.035, 2.505, -0.929], [0.268, 2.215, 0.692], [1.815, 1.602, 0.443]], "nbo_charge": [-0.291, -0.106, -0.447, 0.687, -0.471, -0.372, 0.084, -0.381, -0.228, -0.635, 0.700, -0.767, 0.223, 0.233, 0.223, 0.278, 0.250, 0.210, 0.239, 0.236, 0.248, 0.217, 0.428, 0.443], "spin_multiplicity": 1, "lumo_ev": -3.41, "e_homo_ev": -13.59, "relative_energy_ev": 1.060, "smiles": "C=Cn1c(=O)ccn(CC)c1=[NH2+]", "charge": 1, "gap_ha": 0.3741}

{"formula": "C41H63AlBeBr3Cl2F8ILiNO5PS2", "method": "ωB97M-V/def2-TZVPD", "species": ["C", "C", "C", "C", "C", "C", "P", "S", "C", "C", "C", "C", "C", "C", "I", "S", "C", "C", "C", "C", "C", "C", "C", "C", "C", "C", "C", "C", "C", "C", "C", "C", "C", "C", "C", "C", "N", "O", "H", "H", "H", "H", "H", "H", "H", "H", "H", "H", "H", "H", "H", "H", "H", "H", "H", "H", "H", "H", "H", "H", "H", "H", "H", "H", "H", "H", "H", "H", "H", "H", "H", "H", "H", "H", "H", "H", "H", "H", "H", "H", "H", "H", "H", "H", "H", "Be", "C", "Br", "Br", "Br", "H", "C", "C", "C", "F", "F", "F", "F", "O", "C", "C", "F", "F", "F", "F", "H", "H", "H", "H", "C", "O", "H", "H", "H", "H", "O", "H", "H", "C", "C", "O", "H", "H", "H", "H", "H", "Cl", "Cl", "Li", "Al"], "coordinates": [[8.995, -4.334, 0.048], [8.112, -3.483, -0.846], [8.513, -1.897, -0.946], [7.395, -0.938, -1.666], [7.528, -0.719, -3.293], [6.481, 0.238, -4.150], [6.802, 0.320, -6.054], [8.050, 1.823, -6.359], [5.239, 1.067, -3.391], [5.119, 0.815, -1.783], [6.150, -0.174, -0.912], [5.976, -0.432, 0.724], [4.563, -1.192, 1.057], [3.912, -0.848, 2.522], [3.671, 1.281, 2.962], [3.781, 1.670, -0.799], [2.832, 2.677, -2.051], [1.560, 3.585, -1.509], [0.681, 4.527, -2.524], [-0.576, 5.493, -1.995], [-1.160, 4.786, -0.626], [-2.619, 5.389, -0.132], [-3.355, 4.139, 0.699], [-4.196, 3.144, -0.311], [-5.622, 2.776, 0.408], [-6.162, 1.256, 0.107], [-7.537, 1.063, 1.034], [-8.808, 1.577, 0.125], [-9.615, 0.195, -0.361], [-9.161, -0.256, -1.879], [-9.647, -1.837, -2.080], [-9.838, -2.228, -3.675], [-8.745, -1.522, -4.672], [1.069, 4.507, -4.118], [2.331, 3.598, -4.637], [3.268, 2.649, -3.623], [4.403, 1.930, -4.279], [5.248, 2.923, -4.705], [9.621, -5.246, -0.388], [9.157, -4.100, 1.192], [7.243, -4.016, -1.422], [8.812, -1.496, 0.128], [9.505, -1.826, -1.606], [8.408, -1.273, -3.867], [5.547, 0.700, -6.670], [7.311, -0.945, -6.577], [6.122, 0.606, 1.244], [6.839, -1.135, 1.157], [4.813, -2.359, 1.073], [3.729, -1.060, 0.243], [4.458, -1.397, 3.430], [2.813, -1.313, 2.513], [1.330, 3.546, -0.354], [-0.047, 6.518, -1.687], [-1.386, 5.682, -2.817], [-0.428, 4.888, 0.285], [-1.315, 3.638, -0.882], [-3.237, 5.692, -1.084], [-2.520, 6.290, 0.615], [-3.975, 4.548, 1.604], [-2.459, 3.497, 1.129], [-4.388, 3.713, -1.342], [-3.611, 2.150, -0.545], [-5.485, 2.914, 1.574], [-6.419, 3.553, 0.008], [-6.456, 1.095, -1.033], [-5.371, 0.409, 0.351], [-7.644, -0.045, 1.408], [-7.414, 1.814, 1.948], [-8.459, 2.132, -0.859], [-9.510, 2.312, 0.732], [-9.456, -0.706, 0.378], [-10.783, 0.441, -0.344], [-7.990, -0.258, -2.043], [-9.626, 0.476, -2.667], [-8.825, -2.552, -1.600], [-10.688, -1.918, -1.509], [-10.901, -1.877, -4.022], [-9.812, -3.401, -3.814], [-7.696, -1.451, -4.141], [-8.685, -2.128, -5.698], [-9.109, -0.422, -4.959], [0.418, 5.198, -4.829], [2.595, 3.618, -5.794], [5.698, 3.205, -3.833], [10.499, -4.820, -1.477], [11.051, -6.627, -5.512], [9.928, -5.594, -4.305], [11.027, -5.906, -7.319], [12.864, -6.815, -4.831], [10.623, -7.634, -5.564], [0.759, -2.238, 5.328], [0.746, -2.954, 3.968], [0.039, -2.198, 2.846], [-1.260, -1.955, 3.122], [0.058, -2.923, 1.697], [0.231, -4.202, 4.128], [2.053, -3.141, 3.598], [-0.255, -2.626, 6.260], [-1.522, -1.992, 6.083], [-2.625, -2.969, 5.657], [-2.304, -3.628, 4.516], [-3.790, -2.314, 5.412], [-1.378, -0.949, 5.231], [-1.834, -1.447, 7.289], [1.698, -2.525, 5.819], [0.827, -1.148, 5.227], [0.537, -1.245, 2.642], [-2.805, -3.714, 6.436], [-0.834, 7.402, 2.975], [-2.096, 6.821, 2.706], [-0.070, 6.621, 2.942], [-0.611, 8.159, 2.219], [-0.845, 7.856, 3.969], [-2.754, 7.537, 2.742], [-6.821, 6.072, 0.145], [-5.857, 6.127, 0.226], [-7.127, 5.961, 1.058], [2.700, -7.682, 4.512], [1.455, -7.171, 5.259], [1.593, -7.527, 6.526], [2.790, -8.775, 4.565], [2.633, -7.411, 3.452], [3.624, -7.241, 4.905], [0.597, -7.567, 4.694], [1.396, -6.098, 5.019], [0.299, 6.918, -3.643], [1.499, -1.730, 0.527], [-5.401, -2.355, 4.120], [3.299, -5.632, 3.894]], "lowdin_charge": [-0.067, -0.077, -0.171, -0.107, 0.000, -0.253, 0.335, 0.099, -0.104, -0.290, -0.056, -0.195, -0.337, -0.683, 0.711, 0.921, -0.287, 0.020, -0.089, -0.364, -0.214, -0.190, -0.209, -0.208, -0.229, -0.221, -0.219, -0.200, -0.221, -0.227, -0.223, -0.269, -0.163, -0.011, 0.093, -0.037, -0.169, -0.066, -0.059, 0.129, 0.146, 0.139, 0.134, 0.107, -0.009, -0.006, 0.088, 0.114, 0.124, -0.005, 0.077, -0.035, 0.113, 0.069, 0.098, 0.114, 0.117, 0.110, 0.092, 0.106, 0.109, 0.122, 0.107, 0.109, 0.113, 0.106, 0.100, 0.087, 0.103, 0.116, 0.116, 0.098, 0.124, 0.095, 0.121, 0.114, 0.115, 0.109, 0.107, 0.071, 0.087, 0.083, 0.054, 0.135, 0.165, 0.711, -1.566, 0.544, 0.647, 0.614, -0.008, -0.035, -0.430, -0.386, 0.078, -0.140, 0.095, -0.052, 0.051, -0.469, -0.237, 0.096, 0.024, 0.129, 0.160, 0.158, 0.154, 0.104, 0.191, -0.153, -0.159, 0.076, 0.080, 0.082, 0.094, -0.060, 0.023, 0.046, -0.212, -0.503, -0.094, 0.134, 0.018, 0.011, 0.134, 0.041, 0.417, 0.205, 0.931, 1.003], "spin_multiplicity": 1, "lumo_ev": -11.18, "e_homo_ev": -12.55, "charge": 3, "gap_ha": 0.0505}

{"formula": "C5H38O14", "method": "ωB97M-V/def2-TZVPD", "species": ["C", "C", "C", "C", "C", "H", "H", "H", "H", "H", "H", "H", "H", "H", "H", "H", "H", "O", "H", "H", "O", "H", "H", "O", "H", "H", "O", "H", "H", "O", "H", "H", "O", "H", "H", "O", "H", "H", "O", "H", "H", "O", "H", "H", "O", "H", "H", "O", "H", "H", "O", "H", "H", "O", "H", "H", "O"], "coordinates": [[0.209, -0.072, -0.661], [0.942, 1.280, -0.930], [2.336, 1.144, -1.616], [3.273, 0.509, -0.889], [2.513, 1.574, -3.076], [-0.848, 0.066, -1.001], [0.726, -0.998, -1.092], [0.028, -0.241, 0.394], [0.281, 2.044, -1.300], [1.242, 1.744, 0.075], [4.334, 0.366, -0.973], [3.061, 0.061, 0.061], [1.585, 1.611, -3.605], [2.952, 2.493, -3.213], [3.008, 0.880, -3.803], [3.526, 1.652, 1.269], [3.121, 0.484, 2.060], [3.291, 1.412, 2.168], [-2.984, 0.053, 0.282], [-4.425, -0.126, 0.013], [-3.646, -0.635, -0.020], [-0.889, -2.718, 1.834], [-0.167, -2.817, 3.164], [-0.205, -2.337, 2.366], [-1.213, -2.121, -0.558], [-0.866, -3.163, -1.490], [-0.671, -2.825, -0.680], [1.400, -1.973, 1.069], [2.550, -2.743, 1.587], [2.403, -2.010, 1.040], [2.725, -2.160, -2.298], [1.703, -2.962, -1.456], [2.146, -2.857, -2.336], [-0.393, 0.976, -3.575], [-1.255, 1.898, -4.524], [-0.732, 1.947, -3.702], [-3.232, -3.036, 1.589], [-1.962, -3.908, 0.854], [-2.431, -3.634, 1.764], [-0.997, -0.380, 2.556], [-1.020, 0.907, 3.234], [-0.519, 0.394, 2.707], [1.238, 1.384, 4.322], [2.400, 2.104, 3.651], [1.696, 2.293, 4.273], [-3.143, -0.417, -2.442], [-3.592, -1.880, -2.163], [-2.971, -1.389, -2.723], [-1.777, 2.126, 0.885], [-3.110, 2.744, 0.859], [-2.715, 1.937, 0.597], [-2.872, 1.424, -0.967], [-2.200, 1.386, -2.376], [-3.005, 1.205, -1.898], [0.703, 2.584, 2.865], [1.018, 3.617, 1.940], [0.323, 3.053, 2.107]], "nbo_charge": [-0.653, -0.474, 0.057, -0.472, -0.665, 0.197, 0.240, 0.216, 0.219, 0.238, 0.206, 0.194, 0.222, 0.223, 0.220, 0.491, 0.489, -0.964, 0.487, 0.468, -0.963, 0.496, 0.480, -0.987, 0.478, 0.484, -0.947, 0.503, 0.467, -0.973, 0.470, 0.486, -0.952, 0.486, 0.485, -0.955, 0.503, 0.507, -0.992, 0.485, 0.458, -0.943, 0.477, 0.501, -0.956, 0.505, 0.465, -1.009, 0.526, 0.495, -0.974, 0.488, 0.491, -0.987, 0.487, 0.459, -0.980], "spin_multiplicity": 1, "lumo_ev": 0.03, "e_homo_ev": -9.25, "relative_energy_ev": 2.765, "charge": 0, "gap_ha": 0.3411}

{"formula": "C9H7N2O", "method": "ωB97M-V/def2-TZVPD", "species": ["C", "C", "C", "C", "C", "C", "C", "C", "C", "N", "N", "O", "H", "H", "H", "H", "H", "H", "H"], "coordinates": [[2.380, -0.120, -0.656], [1.976, -1.427, -0.381], [1.436, 0.862, -0.776], [0.652, -1.662, -0.076], [0.102, 0.565, -0.588], [-0.262, -0.716, -0.162], [-0.950, 1.607, -0.753], [-2.842, 0.307, -0.046], [-3.281, 0.242, 1.265], [-2.222, 1.543, -0.493], [-3.070, -0.640, -1.049], [-3.528, -1.758, -0.719], [3.388, 0.260, -0.581], [2.693, -2.226, -0.013], [1.944, 1.886, -0.767], [0.332, -2.608, 0.350], [-0.644, 2.568, -1.003], [-3.981, -0.493, 1.687], [-2.905, 1.079, 1.890]], "nbo_charge": [-0.288, -0.208, -0.196, -0.310, -0.234, -0.164, 0.166, 0.212, -0.481, -0.449, 0.058, -0.376, 0.190, 0.183, 0.178, 0.179, 0.153, 0.201, 0.189], "spin_multiplicity": 1, "lumo_ev": [3.52, 3.17], "e_homo_ev": [-2.92, -2.26], "charge": -1, "gap_ha": [0.2365, 0.1995]}

{"formula": "C3H6NO2", "method": "ωB97M-V/def2-TZVPD", "species": ["C", "C", "O", "N", "C", "O", "H", "H", "H", "H", "H", "H"], "coordinates": [[-1.847, -0.645, -0.535], [-0.362, -0.142, -0.587], [0.419, -0.647, -1.410], [0.089, 0.712, 0.339], [1.884, 0.533, 0.655], [2.253, 0.882, 1.828], [-1.992, -1.464, 0.176], [-2.001, -0.975, -1.603], [-2.366, 0.298, -0.405], [-0.108, 0.713, 1.334], [1.981, -0.526, 0.356], [2.049, 1.261, -0.148]], "nbo_charge": [-0.726, 0.652, -0.702, -0.796, 0.200, -0.838, 0.216, 0.212, 0.210, 0.379, 0.102, 0.090], "spin_multiplicity": 1, "lumo_ev": 4.18, "e_homo_ev": -3.38, "relative_energy_ev": 2.221, "smiles": "CC(=O)NC[O-]", "charge": -1, "gap_ha": 0.2778}

{"formula": "C24H41F6N5O7P2", "method": "ωB97M-V/def2-TZVPD", "species": ["O", "P", "O", "O", "O", "P", "O", "O", "C", "C", "F", "O", "C", "F", "F", "C", "F", "F", "F", "H", "H", "H", "H", "H", "H", "C", "C", "C", "C", "N", "H", "H", "H", "H", "H", "H", "H", "C", "C", "C", "C", "N", "H", "H", "H", "H", "H", "H", "H", "C", "C", "C", "C", "N", "H", "H", "H", "H", "H", "H", "H", "C", "C", "C", "C", "N", "H", "H", "H", "H", "H", "H", "H", "C", "C", "C", "C", "N", "H", "H", "H", "H", "H", "H", "H"], "coordinates": [[-7.671, 0.657, -6.501], [-6.214, 0.676, -6.054], [-5.442, 2.001, -6.759], [-5.432, -0.699, -6.712], [-5.980, 0.559, -4.374], [-6.251, 2.020, -3.554], [-7.717, 2.412, -3.780], [-5.155, 3.183, -4.053], [-5.680, 4.532, -3.912], [-4.743, 5.559, -4.717], [-3.368, 5.336, -4.414], [-6.067, 1.769, -1.875], [-5.364, 0.587, -1.565], [-6.142, -0.582, -1.732], [-4.108, 0.486, -2.191], [-5.052, 0.651, 0.022], [-6.306, 0.747, 0.648], [-4.528, -0.603, 0.373], [-4.205, 1.703, 0.333], [-5.961, 2.204, -7.573], [-5.786, -1.444, -6.166], [-6.729, 4.684, -4.321], [-5.702, 4.900, -2.812], [-4.969, 5.377, -5.826], [-5.073, 6.638, -4.524], [-2.659, 6.374, 0.549], [-3.705, 7.445, 0.843], [-5.131, 6.985, 0.531], [-5.251, 6.644, -0.922], [-5.344, 6.376, -2.060], [-2.638, 6.112, -0.511], [-1.663, 6.735, 0.814], [-2.856, 5.465, 1.125], [-3.469, 8.341, 0.261], [-3.644, 7.722, 1.899], [-5.843, 7.779, 0.770], [-5.391, 6.107, 1.127], [-2.796, -4.431, -0.314], [-2.357, -3.266, 0.567], [-0.947, -2.769, 0.239], [0.046, -3.872, 0.446], [0.819, -4.737, 0.606], [-2.156, -5.306, -0.175], [-3.816, -4.733, -0.065], [-2.773, -4.152, -1.372], [-2.405, -3.578, 1.616], [-3.063, -2.442, 0.444], [-0.684, -1.929, 0.885], [-0.891, -2.428, -0.798], [4.868, -2.228, 2.419], [3.689, -2.238, 3.385], [2.355, -2.527, 2.693], [2.074, -1.471, 1.667], [1.858, -0.640, 0.869], [4.769, -1.437, 1.670], [5.797, -2.048, 2.958], [4.957, -3.187, 1.900], [3.640, -1.270, 3.895], [3.864, -2.996, 4.152], [1.545, -2.538, 3.425], [2.381, -3.504, 2.203], [5.789, -6.600, 1.057], [6.610, -6.887, 2.311], [5.776, -7.492, 3.443], [4.688, -6.541, 3.839], [3.839, -5.798, 4.149], [5.006, -5.862, 1.248], [6.429, -6.198, 0.269], [5.318, -7.513, 0.680], [7.075, -5.956, 2.650], [7.419, -7.577, 2.056], [6.408, -7.690, 4.311], [5.327, -8.437, 3.127], [8.985, 2.356, 2.548], [8.207, 1.758, 1.381], [7.030, 0.889, 1.832], [7.529, -0.257, 2.659], [7.925, -1.149, 3.306], [9.438, 1.581, 3.170], [9.794, 2.990, 2.179], [8.334, 2.968, 3.180], [8.891, 1.165, 0.766], [7.830, 2.569, 0.751], [6.498, 0.495, 0.963], [6.324, 1.476, 2.424]], "lowdin_charge": [-0.289, 0.570, -0.147, -0.150, -0.273, 0.660, -0.258, -0.207, -0.222, -0.166, -0.077, -0.030, -0.421, 0.105, 0.103, -0.355, 0.116, 0.101, 0.140, 0.102, 0.084, 0.132, 0.059, 0.123, 0.115, -0.107, -0.267, -0.167, -0.110, 0.158, 0.072, 0.075, 0.077, 0.113, 0.109, 0.117, 0.120, -0.110, -0.265, -0.181, -0.213, 0.146, 0.070, 0.072, 0.077, 0.115, 0.084, 0.096, 0.121, -0.108, -0.262, -0.191, -0.227, 0.132, 0.063, 0.026, 0.072, 0.109, 0.089, 0.118, 0.081, -0.110, -0.270, -0.183, -0.200, 0.147, 0.060, 0.074, 0.078, 0.112, 0.107, 0.114, 0.117, -0.114, -0.270, -0.181, -0.220, 0.144, 0.070, 0.072, 0.077, 0.112, 0.109, 0.113, 0.121], "spin_multiplicity": 1, "lumo_ev": -0.04, "e_homo_ev": -10.74, "charge": 0, "gap_ha": 0.3932}